1.
37
Properties=species:S:1:pos:R:3:mulliken_spin:R:1 method="wB97M-V/def2-TZVPD" spin_multiplicity=4 homo_ha="-0.27356 / -0.31046" gap_ev="6.8 / 6.6"
C -0.51 0.37 -4.25 0.041
C 0.86 0.82 -4.13 0.080
C 0.99 1.59 -2.96 0.018
C -0.27 1.65 -2.31 0.109
C -1.23 0.95 -3.14 -0.037
Tc -0.37 -0.94 -2.55 1.619
N -1.92 -0.89 -1.67 0.974
C 0.54 -2.20 -3.96 -0.064
C 1.53 -1.78 -3.02 0.134
H 1.89 2.09 -2.60 0.007
H 1.65 0.67 -4.87 0.001
H -0.52 2.24 -1.43 -0.001
H -2.30 1.03 -3.08 -0.004
H -0.98 -0.10 -5.10 0.037
H 2.35 -1.13 -3.33 -0.002
H 0.22 -3.25 -3.92 0.001
H -2.82 -0.86 -1.16 -0.036
H 1.88 -2.52 -2.29 0.000
H 0.50 -1.78 -4.97 0.013
C 0.28 0.87 6.22 0.000
C 0.22 0.55 4.76 0.001
C 0.17 -0.78 4.34 0.001
C 0.01 -1.10 2.99 -0.006
C -0.08 -0.07 2.05 0.009
C 0.04 1.27 2.44 -0.002
C 0.21 1.57 3.79 0.002
S -0.82 -0.45 0.47 -0.008
O 0.30 -0.78 -0.57 0.052
O -1.63 -1.63 0.70 0.044
O -1.48 0.80 0.14 0.022
H -0.57 0.45 6.77 0.000
H 1.18 0.43 6.67 0.000
H 0.30 1.94 6.40 0.000
H 0.22 -1.57 5.08 0.000
H -0.11 -2.14 2.68 -0.002
H -0.04 2.07 1.71 0.000
H 0.30 2.61 4.11 0.000

***

2.
39
Properties=species:S:1:pos:R:3:mulliken_charge:R:1 method="wB97M-V/def2-TZVPD" spin_multiplicity=1 homo_ha=-0.35492 smiles="CC(=O)OCN(OC(=O)c1ccccc1)C(=O)O.CC(C)=O" gap_ev=10.2
C 4.96 0.78 1.89 -1.051
C 4.02 1.06 0.76 0.748
O 4.35 1.45 -0.32 -0.548
O 2.73 0.84 1.10 -0.332
C 1.82 0.92 0.02 -0.489
N 0.46 0.98 0.63 0.086
O -0.39 0.02 0.02 -0.163
C -1.14 -0.59 1.04 0.119
O -0.72 -1.53 1.62 -0.450
C -2.47 0.03 1.25 0.740
C -2.56 1.12 2.12 -0.340
C -3.79 1.74 2.32 -0.731
C -4.90 1.26 1.63 -0.472
C -4.80 0.18 0.77 -0.532
C -3.58 -0.45 0.57 -0.323
C -0.07 2.28 0.51 0.349
O 0.30 3.16 1.23 -0.589
O -1.00 2.46 -0.45 -0.410
H 5.07 1.70 2.45 0.281
H 4.51 0.05 2.55 0.325
H 5.89 0.43 1.47 0.330
H 1.85 0.03 -0.59 0.348
H 1.98 1.80 -0.58 0.378
H -1.67 1.46 2.63 0.542
H -3.84 2.58 2.99 0.426
H -5.86 1.75 1.76 0.399
H -5.66 -0.20 0.24 0.393
H -3.49 -1.29 -0.10 0.455
H -1.68 3.02 -0.06 0.423
C 1.58 -3.59 -3.68 -1.217
C 1.44 -2.31 -2.88 0.809
C 0.10 -2.03 -2.26 -0.519
O 2.37 -1.55 -2.74 -0.537
H 2.59 -3.67 -4.07 0.328
H 1.37 -4.45 -3.04 0.322
H 0.88 -3.58 -4.51 0.313
H -0.16 -2.82 -1.55 0.296
H -0.66 -1.95 -3.03 0.407
H 0.16 -1.09 -1.72 -0.117

***

3.
40
Properties=species:S:1:pos:R:3:mulliken_charge:R:1 method="wB97M-V/def2-TZVPD" spin_multiplicity=1 homo_ha=-0.33235 smiles="C[Si](C)(C)C1=C(CB(O)O)C(=O)OC1=O.Fc1ccccc1" gap_ev=8.2
C 0.11 -3.93 1.45 -1.192
Si 0.85 -2.20 1.36 0.403
C 1.52 -1.74 3.05 -1.193
C 2.24 -2.21 0.10 -1.150
C -0.39 -0.90 0.78 0.327
C -1.66 -0.92 0.37 0.927
C -2.64 -2.03 0.23 -1.063
B -3.64 -2.09 1.48 0.502
O -3.18 -1.72 2.73 -0.482
O -4.95 -2.49 1.32 -0.557
C -2.07 0.48 0.05 -0.006
O -3.14 0.91 -0.27 -0.561
O -0.96 1.30 0.19 -0.280
C 0.05 0.52 0.74 0.498
O 1.08 1.01 1.12 -0.562
H 0.74 -4.51 2.13 0.382
H 0.16 -4.42 0.47 0.316
H -0.91 -3.97 1.84 0.306
H 2.53 -1.35 2.94 0.335
H 1.57 -2.62 3.69 0.379
H 0.92 -0.99 3.56 0.323
H 3.20 -2.43 0.56 0.352
H 2.28 -1.23 -0.39 0.334
H 2.03 -2.94 -0.69 0.304
H -2.12 -2.97 0.08 0.482
H -3.27 -1.86 -0.65 0.301
H -3.53 -0.87 3.04 0.286
H -5.06 -3.41 1.08 0.304
F 4.16 4.56 -3.02 -0.320
C 2.83 4.34 -2.86 0.447
C 2.41 3.58 -1.79 -0.605
C 1.05 3.36 -1.63 -0.034
C 0.14 3.90 -2.53 -0.681
C 0.59 4.67 -3.59 -0.262
C 1.95 4.90 -3.77 -0.551
H 3.13 3.16 -1.11 0.459
H 0.70 2.77 -0.80 0.322
H -0.92 3.73 -2.40 0.430
H -0.11 5.09 -4.30 0.367
H 2.33 5.50 -4.58 0.413